(1)
{"formula": "C12H16N7NbO6P2S2", "method": "ωB97M-V/def2-TZVPD", "symbols": ["Nb", "C", "S", "C", "S", "N", "N", "C", "C", "C", "C", "C", "C", "N", "H", "H", "H", "H", "H", "H", "H", "H", "N", "C", "C", "P", "O", "O", "O", "P", "O", "O", "O", "H", "H", "H", "H", "H", "H", "H", "H", "N", "C", "N", "C", "N"], "xyz": [[0.43106, -0.32221, -0.28122], [-0.38344, -5.23437, -2.84010], [-0.27903, -4.72504, -1.11738], [0.37451, -3.10797, -1.46083], [1.50997, -2.60839, -0.21188], [0.06944, -2.37799, -2.46514], [0.29368, -1.06100, -2.22482], [0.03375, -0.14143, -3.15703], [0.12913, 1.20723, -2.84095], [0.16028, 2.35067, -3.75233], [0.71343, 3.50598, -3.29954], [0.79814, 3.74322, -1.89618], [0.56172, 2.69138, -1.03547], [0.18778, 1.45263, -1.44848], [-1.23356, -5.91816, -3.05326], [0.54273, -5.70595, -3.12430], [-0.48151, -4.36174, -3.52652], [-0.18962, -0.46847, -4.18431], [-0.09471, 2.13816, -4.81093], [1.02621, 4.29694, -3.99755], [0.94979, 4.78813, -1.51048], [0.64125, 2.81634, 0.03161], [-1.35170, -1.00699, 3.86291], [-1.61068, 0.13404, 2.91397], [-2.51632, 1.09348, 3.60140], [-2.44104, -0.58662, 1.43767], [-3.41061, 0.49390, 0.68454], [-1.33251, -0.72982, 0.37253], [-3.09946, -1.86626, 1.82642], [-0.10920, 0.99526, 2.50026], [0.45719, 0.95591, 4.01563], [-0.24455, 2.36083, 1.96377], [0.80027, 0.05005, 1.65449], [-1.70791, -0.77280, 4.82525], [-0.33840, -1.18491, 3.87352], [-1.82792, -1.84727, 3.54502], [-3.45689, 0.57683, 3.72619], [-2.68899, 2.05126, 3.07978], [-2.13785, 1.28071, 4.61799], [-4.36493, 0.38602, 0.92201], [1.18826, 1.63317, 4.04811], [7.00140, 0.83888, 0.67192], [5.97061, 0.80013, 0.16901], [5.03391, 0.60639, -0.68944], [3.79438, 0.48701, -0.59900], [2.63199, 0.29282, -0.81688]], "de_lowest_kj_mol": 127.2, "e_tot_ha": -2837.27811, "total_charge": 2, "spin_multiplicity": 1, "e_lumo_ha": [-0.3374, -0.3375]}

(2)
{"formula": "C31H57HgN2OP2S", "method": "ωB97M-V/def2-TZVPD", "symbols": ["C", "C", "C", "C", "C", "H", "H", "H", "N", "P", "P", "C", "H", "H", "C", "H", "C", "C", "C", "C", "C", "H", "H", "H", "C", "H", "H", "H", "C", "H", "H", "H", "C", "H", "H", "H", "C", "H", "H", "H", "C", "H", "H", "H", "C", "H", "H", "H", "C", "H", "H", "H", "C", "H", "H", "H", "C", "H", "H", "H", "C", "H", "H", "H", "C", "H", "H", "H", "Hg", "C", "O", "N", "C", "C", "C", "C", "C", "H", "H", "H", "H", "H", "H", "H", "H", "H", "C", "S", "C", "H", "H", "H", "H", "H", "H"], "xyz": [[-2.21573, 1.21443, -2.00890], [-2.23660, -1.05839, -1.57734], [-3.29450, 1.13087, -2.89623], [-3.43227, -1.19444, -2.34294], [-3.96666, -0.09594, -2.98223], [-3.55670, 2.01446, -3.48242], [-3.84555, -2.19433, -2.42198], [-4.87178, -0.16958, -3.57761], [-1.83704, 0.20981, -1.23949], [-0.49336, 2.67101, -0.36411], [0.01497, -2.41703, -0.37027], [-1.39888, 2.49615, -1.95246], [-0.68416, 2.49579, -2.79629], [-2.07560, 3.34256, -2.13118], [-1.43386, -2.19696, -1.31181], [-1.93984, -3.15769, -1.53306], [0.79612, -3.67852, -1.66150], [-0.41242, -3.39104, 1.27346], [1.05887, 3.69440, -0.73141], [-1.81498, 3.50454, 0.68262], [2.29541, -3.41622, -1.50954], [2.65431, -3.69510, -0.50799], [2.85642, -4.01498, -2.24562], [2.52680, -2.35465, -1.66835], [0.46066, -5.14986, -1.40557], [0.80695, -5.52596, -0.43775], [-0.61368, -5.34724, -1.51660], [0.97202, -5.73966, -2.18349], [0.32592, -3.39012, -3.09374], [0.92111, -4.00280, -3.79122], [-0.72254, -3.67008, -3.25099], [0.44052, -2.33677, -3.37023], [0.92634, -3.96096, 1.78665], [1.64495, -3.15006, 1.98640], [0.74672, -4.49336, 2.73323], [1.39254, -4.67536, 1.09435], [-0.95706, -2.39947, 2.30828], [-0.23913, -1.59462, 2.50137], [-1.91101, -1.95872, 1.99835], [-1.12200, -2.92606, 3.26118], [-1.47921, -4.47386, 1.07503], [-1.19272, -5.27081, 0.38058], [-1.64928, -4.95142, 2.05468], [-2.43166, -4.03529, 0.74163], [-1.19216, 3.80107, 2.05516], [-1.88643, 4.44535, 2.61309], [-1.02900, 2.88519, 2.63918], [-0.24127, 4.34294, 1.96296], [-3.01995, 2.55057, 0.83560], [-3.44608, 2.27939, -0.14032], [-2.77555, 1.63348, 1.39048], [-3.80736, 3.08567, 1.39197], [-2.34484, 4.80134, 0.04872], [-3.16386, 5.16266, 0.69074], [-1.58606, 5.58991, 0.00756], [-2.76160, 4.64614, -0.95614], [1.49567, 3.52155, -2.19107], [0.81882, 4.03777, -2.88308], [2.48783, 3.98064, -2.31605], [1.56978, 2.46661, -2.47526], [2.17722, 3.15907, 0.19444], [2.40992, 2.10548, -0.03107], [3.09413, 3.74574, 0.02968], [1.91480, 3.22687, 1.26306], [0.82525, 5.19210, -0.48386], [0.07179, 5.59223, -1.17833], [0.54365, 5.42758, 0.55237], [1.77301, 5.71276, -0.69506], [0.11200, 0.39422, 0.46911], [-1.89718, 0.71858, 3.50699], [-1.97881, 0.08779, 4.46037], [0.97099, -0.08128, -1.89223], [1.53357, -0.43575, -2.85317], [2.56966, -0.39284, -3.97265], [2.21250, -1.40579, -5.04709], [2.57126, 0.99976, -4.60344], [3.94432, -0.76395, -3.41184], [2.24993, -2.42225, -4.64608], [1.21069, -1.20364, -5.44187], [2.92317, -1.35836, -5.87967], [2.91289, 1.77751, -3.90943], [3.23203, 0.99680, -5.47924], [1.55598, 1.26413, -4.93878], [4.69084, -0.72374, -4.21541], [4.25559, -0.09442, -2.59588], [3.93295, -1.79112, -3.01864], [3.78761, 0.16198, 2.13547], [2.10717, -0.39863, 2.49709], [1.83695, 0.74690, 3.87727], [3.93681, 0.13974, 1.05206], [4.47357, -0.53930, 2.62632], [3.92557, 1.17850, 2.52252], [2.72256, 0.67905, 4.52739], [1.72364, 1.76484, 3.47707], [0.94284, 0.44175, 4.43423]], "e_tot_ha": -2634.18723, "total_charge": 1, "spin_multiplicity": 1, "e_lumo_ha": [-0.1253, -0.1253]}

(3)
{"formula": "C14H17ClF5N4O8S2TeW", "method": "ωB97M-V/def2-TZVPD", "symbols": ["W", "O", "Cl", "O", "O", "O", "C", "C", "C", "N", "H", "H", "H", "H", "H", "S", "C", "N", "C", "C", "C", "N", "H", "H", "H", "H", "H", "H", "H", "H", "F", "Te", "F", "F", "F", "F", "O", "O", "C", "N", "S", "O", "O", "C", "C", "C", "C", "C", "C", "H", "H", "H", "H"], "xyz": [[-0.57444, -0.38731, -0.21785], [1.54882, 1.80003, 1.41845], [1.27318, 0.62815, 2.18402], [2.39217, 0.13431, 2.87241], [0.95387, -0.49517, 1.13910], [0.11345, 0.77886, 2.98405], [0.39446, -5.89071, -0.74526], [0.91970, -4.81018, -1.69784], [0.46195, -3.48746, -1.30191], [0.12359, -2.45434, -0.94739], [0.79848, -6.85367, -1.04872], [-0.69239, -5.94585, -0.78327], [0.69872, -5.68507, 0.27878], [0.59440, -4.97668, -2.72603], [2.01080, -4.77348, -1.70108], [-2.06689, 3.83367, -1.42777], [-0.92852, 4.22311, -0.16941], [-1.26310, 4.03740, 1.09067], [-0.39150, 4.34957, 2.22768], [0.58935, 5.43397, 1.82108], [1.28605, 5.04445, 0.52735], [0.27404, 4.70053, -0.48464], [-2.11373, 3.52154, 1.25419], [0.12484, 3.43919, 2.53069], [-1.02359, 4.67875, 3.05020], [1.32773, 5.57021, 2.60902], [0.06323, 6.38095, 1.68673], [1.94380, 4.18971, 0.67897], [1.87245, 5.87090, 0.13229], [0.38793, 5.04416, -1.42752], [0.17385, 4.07580, -3.45867], [-0.34309, 2.42465, -2.73533], [0.56575, 1.68528, -4.21363], [0.94650, 0.14052, -1.19778], [-1.86012, 2.12523, -3.74656], [-1.24456, -0.07104, -1.99318], [-1.14523, 1.06319, 0.39180], [-2.53538, -1.27987, -0.34828], [-2.40386, -1.94497, 0.72751], [-1.27017, -1.66408, 1.34198], [-0.90613, -2.79113, 2.55486], [0.09318, -3.67438, 2.04459], [-0.74817, -2.14431, 3.80695], [-2.51645, -3.53511, 2.40047], [-3.04231, -4.54093, 3.17874], [-4.31890, -4.99099, 2.84936], [-5.02945, -4.45149, 1.78055], [-4.48792, -3.43674, 1.00272], [-3.22188, -2.98638, 1.33478], [-2.49293, -4.96218, 4.00940], [-4.76817, -5.77822, 3.43965], [-6.01862, -4.82642, 1.55742], [-5.03202, -3.00385, 0.17443]], "de_lowest_kj_mol": 0.0, "e_tot_ha": -3455.34968, "total_charge": 1, "spin_multiplicity": 1, "e_lumo_ha": -0.1455}

(4)
{"formula": "C3H7ClN3", "method": "ωB97M-V/def2-TZVPD", "symbols": ["C", "C", "C", "N", "N", "N", "Cl", "H", "H", "H", "H", "H", "H", "H"], "xyz": [[1.26082, 0.02546, 0.30849], [-0.86736, -0.39688, 0.09928], [0.07637, 1.83168, -0.79110], [1.10548, -1.09315, 0.91815], [0.21740, 0.48587, -0.29232], [-0.13462, -1.50875, 0.79115], [-1.08512, -2.29037, 2.07497], [2.26175, 0.42742, 0.25412], [-1.68835, 0.08716, 0.58295], [-1.39867, -0.95865, -0.68787], [1.24823, 2.03914, -0.97787], [-0.55505, 1.90600, -1.67717], [-0.28198, 2.45812, 0.10698], [-0.15888, -3.01306, -0.70976]], "de_lowest_kj_mol": 686.7, "e_tot_ha": -742.46952, "total_charge": 1, "spin_multiplicity": 1, "e_lumo_ha": [-0.1769, -0.2543]}

(5)
{"formula": "C3H10N2OS", "method": "ωB97M-V/def2-TZVPD", "symbols": ["C", "C", "C", "S", "N", "N", "O", "H", "H", "H", "H", "H", "H", "H", "H", "H", "H"], "xyz": [[-1.15886, 0.18470, 0.88091], [-0.38292, -0.08359, -0.43354], [-0.33471, -1.55585, -0.80320], [1.28704, 0.57553, 0.06519], [1.93679, -0.25598, 1.09749], [0.72417, 1.97075, 1.10650], [2.12838, 0.98741, -1.15206], [-0.47353, -0.30908, 1.62569], [-1.15885, 1.25904, 1.15802], [-2.16381, -0.24212, 0.87389], [-0.78750, 0.49239, -1.29969], [-0.23197, -1.74426, -1.93428], [-1.15220, -2.21074, -0.42503], [0.63159, -1.94323, -0.30951], [2.89670, -0.48619, 0.97512], [1.47778, 2.07614, 1.75812], [0.46293, 2.72365, 0.42688]], "smiles": "CC(C)[S@](=N)(N)=O", "de_lowest_kj_mol": 354.0, "e_tot_ha": -703.13800, "total_charge": 0, "spin_multiplicity": 1, "e_lumo_ha": 0.0289}

(6)
{"formula": "C3H7ClN2", "method": "ωB97M-V/def2-TZVPD", "symbols": ["H", "N", "C", "N", "C", "C", "Cl", "H", "H", "H", "H", "H", "H"], "xyz": [[2.02253, -0.50308, 0.73332], [2.23605, -0.74729, -0.24978], [1.15464, -1.03037, -0.87415], [-0.12242, -0.95291, -0.39337], [-0.52337, -0.16608, 0.69457], [-1.04631, 1.27142, 0.21793], [0.23353, 2.26304, -0.40657], [1.15784, -1.37935, -1.88742], [-0.84796, -1.12531, -1.03899], [-1.28843, -0.67127, 1.26197], [0.36559, 0.05085, 1.28996], [-1.89436, 1.13668, -0.44847], [-1.44732, 1.85369, 1.10100]], "smiles": "[H]/N=C\\NCCCl", "de_lowest_kj_mol": 69.4, "e_tot_ha": -688.19035, "total_charge": 0, "spin_multiplicity": 1, "e_lumo_ha": 0.0281}